{
  "formula": "C40H47F3InN9O2",
  "method": "ωB97M-V/def2-TZVPD",
  "species": ["In", "C", "O", "C", "N", "C", "C", "C", "C", "C", "C", "C", "C", "C", "C", "C", "C", "N", "C", "N", "C", "C", "O", "C", "C", "C", "C", "C", "C", "H", "H", "H", "H", "H", "H", "H", "H", "H", "H", "H", "H", "H", "H", "H", "H", "H", "H", "H", "C", "N", "C", "C", "N", "C", "C", "C", "C", "C", "C", "N", "C", "N", "C", "C", "N", "C", "C", "N", "C", "C", "H", "H", "H", "H", "H", "H", "H", "H", "H", "H", "H", "H", "H", "H", "H", "H", "H", "H", "H", "H", "H", "H", "H", "H", "H", "H", "H", "H", "F", "C", "F", "F"],
  "positions_angstrom": [[0.593105, -1.109462, -0.303731], [2.402434, -0.709428, -4.537072], [3.441421, -0.932383, -3.532657], [2.832146, -0.841738, -2.362983], [1.575010, -0.631498, -2.335460], [1.085281, -0.739716, -3.726570], [0.073840, 0.288936, -4.161046], [-0.360008, 1.314877, -3.333293], [-1.325079, 2.215799, -3.772016], [-1.858832, 2.096875, -5.045232], [-1.418454, 1.078682, -5.884002], [-0.461613, 0.178515, -5.443221], [3.629063, -1.055006, -1.135406], [4.966967, -1.412008, -1.160852], [5.588437, -1.689904, 0.053560], [4.864147, -1.558615, 1.229955], [3.531964, -1.173875, 1.145588], [2.930561, -0.958972, -0.007636], [2.672219, -0.990953, 2.331395], [1.420794, -0.825546, 2.290400], [0.954468, -1.011993, 3.678111], [2.242332, -0.892818, 4.508330], [3.290326, -1.091257, 3.520583], [-0.211958, -0.145197, 4.088382], [-1.355366, -0.151024, 3.291378], [-2.490152, 0.547362, 3.666024], [-2.500853, 1.263275, 4.858146], [-1.370813, 1.274206, 5.658654], [-0.232491, 0.569480, 5.279754], [2.479810, -1.498022, -5.278075], [2.586294, 0.255962, -5.005026], [0.611833, -1.720254, -3.794295], [0.043876, 1.396714, -2.334804], [-1.660258, 3.009051, -3.114881], [-2.617515, 2.789569, -5.385448], [-1.828147, 0.985000, -6.881269], [-0.138413, -0.624545, -6.097939], [5.485395, -1.494289, -2.105417], [6.623967, -2.002019, 0.079547], [5.309821, -1.753981, 2.192632], [0.606569, -2.049087, 3.729329], [2.340594, -1.657012, 5.273376], [2.385771, 0.091476, 4.950998], [-1.332806, -0.687036, 2.347152], [-3.366686, 0.540853, 3.029855], [-3.390827, 1.795295, 5.167002], [-1.372219, 1.824420, 6.590537], [0.628655, 0.584076, 5.934356], [-3.300511, -0.554951, -2.454271], [-3.422637, -1.635731, -1.483566], [-4.651358, -2.419634, -1.577809], [-2.489144, -1.852456, -0.557433], [-1.736439, -0.962235, 0.035427], [-2.151421, 0.392511, 0.104599], [-3.495157, 0.755903, 0.218588], [-3.892215, 2.077547, 0.233637], [-2.931551, 3.073340, 0.108127], [-1.595162, 2.725105, 0.078164], [-1.175915, 1.392339, 0.153169], [0.207518, 1.044661, 0.162928], [1.098952, 1.876234, 0.700942], [2.390412, 1.859978, 0.214854], [3.521608, 2.055420, 1.113641], [2.650124, 2.309956, -1.148029], [0.810110, 2.704552, 1.714258], [-0.228690, 2.431491, 2.702770], [1.422910, 4.023395, 1.859017], [-2.298475, -3.234301, -0.248127], [-1.769084, -3.598048, 0.895689], [-2.340892, -4.240570, -1.331494], [-3.982653, 0.267898, -2.237707], [-3.542016, -0.966316, -3.435203], [-2.282414, -0.184421, -2.476048], [-5.500972, -1.735305, -1.555566], [-4.746890, -3.102291, -0.737702], [-4.691599, -2.980330, -2.512510], [-4.245671, -0.020845, 0.301853], [-4.940610, 2.329770, 0.318749], [-3.218041, 4.115300, 0.052947], [-0.848211, 3.504104, -0.013662], [3.868253, 3.088273, 1.163380], [4.354819, 1.453761, 0.741903], [3.268508, 1.715523, 2.116571], [1.754755, 2.237723, -1.753033], [3.437994, 1.708923, -1.604517], [2.991566, 3.350488, -1.144820], [-0.567201, 1.398800, 2.629616], [-1.083172, 3.096258, 2.571027], [0.192341, 2.593577, 3.695992], [2.030677, 4.273193, 0.998782], [2.023729, 4.083274, 2.766969], [0.623192, 4.762907, 1.930341], [-1.774339, -2.891629, 1.714833], [-0.256039, -3.554628, 0.710418], [-1.755244, -4.656312, 1.129897], [-2.380554, -3.734739, -2.287200], [-3.191072, -4.908164, -1.203559], [-1.414287, -4.809137, -1.304662], [1.269905, -4.119676, -0.495768], [0.874088, -3.263126, 0.461719], [1.542170, -3.649145, 1.574277], [-0.338609, -2.321040, -1.769090]],
  "atomic_forces_ev_per_a": [[-0.14, -0.21, -0.11], [-0.10, 0.08, 0.00], [-0.04, -0.12, -0.03], [-0.09, 0.09, -0.04], [0.22, 0.06, 0.06], [0.11, -0.09, -0.04], [0.01, 0.02, 0.07], [0.03, -0.02, -0.06], [0.02, -0.01, 0.01], [-0.01, -0.02, 0.00], [-0.02, 0.00, 0.02], [-0.03, -0.02, 0.01], [0.18, -0.10, -0.17], [0.03, 0.00, 0.12], [-0.13, 0.07, -0.05], [0.08, 0.05, -0.09], [0.21, 0.12, 0.34], [-0.15, -0.03, -0.51], [0.70, -0.25, 0.30], [-0.36, 0.01, -0.12], [-0.07, 0.01, 0.34], [-0.04, 0.03, -0.07], [-0.31, -0.13, -0.19], [-0.16, -0.54, 0.52], [-0.31, -0.85, 0.36], [-0.14, -0.20, 0.11], [0.01, -0.03, -0.03], [0.02, 0.01, 0.03], [0.00, -0.20, -0.08], [0.05, -0.03, 0.01], [0.04, 0.05, 0.05], [0.02, -0.04, 0.03], [-0.04, 0.01, 0.07], [0.00, -0.02, 0.01], [0.04, 0.01, -0.01], [0.01, -0.01, 0.01], [-0.02, 0.02, 0.01], [0.02, 0.01, 0.01], [-0.02, 0.01, 0.00], [0.01, 0.01, 0.06], [0.00, -0.07, -0.03], [0.04, 0.01, -0.01], [0.04, 0.06, -0.05], [-0.05, 0.01, 0.12], [0.04, 0.01, 0.00], [0.01, 0.02, -0.02], [0.00, -0.01, 0.00], [0.00, -0.01, 0.03], [-0.07, 0.02, -0.01], [-0.09, -0.05, -0.04], [-0.02, -0.02, -0.05], [-0.02, 0.34, -0.26], [0.03, -0.26, 0.17], [-0.15, -0.01, 0.14], [-0.10, -0.03, 0.04], [0.01, 0.04, -0.02], [0.04, -0.03, 0.04], [0.03, 0.04, -0.08], [0.32, 0.20, -0.19], [-0.41, -0.23, -0.41], [0.02, 0.13, 0.04], [-0.18, 0.39, 0.18], [-0.08, -0.11, -0.04], [0.04, -0.12, 0.00], [0.12, -0.03, 0.30], [0.18, 0.36, -0.45], [-0.02, -0.11, 0.00], [0.29, -0.10, -0.04], [-0.34, -0.05, 0.28], [0.01, -0.12, -0.08], [-0.01, 0.00, 0.02], [0.00, -0.01, 0.00], [0.08, 0.00, 0.01], [0.01, 0.01, 0.02], [0.01, 0.01, 0.00], [0.02, 0.00, 0.00], [0.01, -0.01, -0.04], [0.01, -0.01, 0.00], [0.00, -0.02, 0.00], [-0.01, 0.00, 0.04], [-0.02, 0.09, -0.01], [-0.01, 0.00, 0.01], [-0.02, 0.04, 0.01], [-0.05, -0.05, -0.03], [0.02, -0.03, -0.01], [-0.01, 0.00, 0.01], [0.45, 1.15, -0.35], [0.02, 0.08, -0.07], [0.02, 0.06, -0.13], [0.08, -0.02, -0.10], [0.03, -0.01, 0.00], [-0.02, -0.02, 0.02], [0.04, 0.11, 0.01], [0.20, 0.01, -0.08], [0.11, -0.02, -0.07], [-0.02, 0.06, 0.01], [-0.03, 0.06, 0.03], [0.02, 0.05, 0.04], [-0.06, -0.06, -0.09], [-0.21, 0.16, -0.06], [0.09, 0.22, 0.29], [-0.11, 0.15, 0.02]],
  "charge": 2,
  "homo_lumo_gap_ev": 6.91,
  "e_tot_ev": -73061.6899,
  "e_homo_ev": -13.012,
  "largest_force_ev_per_a": 1.282,
  "molar_mass_g_mol": 857.7
}